{
  "formula": "C3H6N2O2",
  "method": "the ωB97M-V functional and the def2-TZVPD basis",
  "smiles": "[H]/N=C/OCC(N)=O",
  "energy_ha": -377.911395,
  "lumo_energy_ev": 0.886,
  "homo_lumo_gap_ev": 10.66,
  "de_lowest_ev": 1.305,
  "spin_multiplicity": 1,
  "symbols": ["H", "N", "C", "O", "C", "C", "N", "O", "H", "H", "H", "H", "H"],
  "coordinates": [[1.810, 0.863, -1.807], [1.224, 0.375, -1.135], [1.669, 0.551, 0.039], [1.097, 0.042, 1.132], [-0.058, -0.774, 0.929], [-1.275, 0.048, 0.487], [-1.702, -0.221, -0.783], [-1.837, 0.805, 1.253], [2.556, 1.122, 0.323], [0.176, -1.575, 0.220], [-0.276, -1.192, 1.912], [-2.418, 0.403, -1.130], [-0.965, -0.446, -1.439]],
  "mulliken_charge": [0.231, -0.541, 0.045, -0.339, -0.416, 0.538, -0.453, -0.584, 0.372, 0.366, 0.261, 0.256, 0.263]
}

{
  "formula": "C2H4ClO4S2",
  "method": "the ωB97M-V functional and the def2-TZVPD basis",
  "energy_ha": -1636.143930,
  "charge": -1,
  "lumo_energy_ev": 3.142,
  "homo_lumo_gap_ev": 8.75,
  "de_lowest_ev": 0.000,
  "spin_multiplicity": 1,
  "symbols": ["C", "C", "O", "O", "O", "O", "S", "S", "Cl", "H", "H", "H", "H"],
  "coordinates": [[2.603, -0.006, -0.257], [1.568, -0.456, 0.741], [-2.784, -1.147, -0.124], [-0.250, -0.403, -0.921], [-1.685, 0.907, 0.933], [-2.604, 1.025, -1.294], [-0.030, -0.711, 0.466], [-2.532, 0.283, -0.072], [-4.460, 0.840, 0.716], [3.570, 0.516, 0.018], [2.804, -0.660, -1.064], [1.994, 0.747, -0.835], [1.806, -0.937, 1.693]],
  "mulliken_charge": [-0.908, -0.198, -0.565, -0.550, -0.551, -0.564, 0.430, 1.265, -0.461, 0.286, 0.263, 0.246, 0.306]
}

{
  "formula": "C37H38AsCuNSSi",
  "method": "the ωB97M-V functional and the def2-TZVPD basis",
  "energy_ha": -6051.423326,
  "lumo_energy_ev": [0.602, -0.698],
  "homo_lumo_gap_ev": [7.82, 6.63],
  "spin_multiplicity": 2,
  "symbols": ["Cu", "C", "Si", "C", "N", "C", "C", "C", "C", "C", "C", "C", "C", "C", "C", "C", "C", "C", "C", "C", "C", "C", "H", "H", "H", "H", "H", "H", "H", "H", "H", "H", "H", "H", "H", "H", "H", "H", "H", "H", "H", "H", "H", "H", "H", "H", "S", "C", "C", "C", "C", "C", "C", "As", "C", "C", "C", "C", "C", "C", "C", "C", "C", "C", "C", "C", "H", "H", "H", "H", "H", "H", "H", "H", "H", "H", "H", "H", "H", "H"],
  "coordinates": [[-0.434, -0.270, -0.182], [1.566, -0.308, -0.278], [1.943, -1.586, 0.984], [0.801, -1.012, 2.390], [-0.578, -0.928, 1.837], [-1.293, -2.242, 1.968], [-2.508, -2.166, 2.882], [-2.143, -1.485, 4.198], [-1.623, -0.055, 3.947], [-1.351, 0.171, 2.461], [1.389, -3.279, 0.401], [0.696, -3.433, -0.802], [0.179, -4.665, -1.181], [0.355, -5.772, -0.364], [1.053, -5.644, 0.831], [1.564, -4.410, 1.206], [3.695, -1.698, 1.653], [4.580, -2.702, 1.258], [5.884, -2.741, 1.736], [6.327, -1.772, 2.625], [5.464, -0.762, 3.029], [4.164, -0.728, 2.545], [1.859, -0.558, -1.302], [1.992, 0.666, -0.024], [1.126, 0.002, 2.646], [0.826, -1.601, 3.314], [-0.585, -2.964, 2.377], [-1.587, -2.602, 0.984], [-2.860, -3.184, 3.059], [-3.321, -1.635, 2.381], [-1.369, -2.079, 4.694], [-3.001, -1.469, 4.871], [-0.715, 0.125, 4.525], [-2.353, 0.689, 4.270], [-0.791, 1.097, 2.308], [-2.287, 0.265, 1.909], [0.542, -2.578, -1.452], [-0.365, -4.758, -2.113], [-0.047, -6.733, -0.656], [1.197, -6.506, 1.470], [2.103, -4.323, 2.144], [4.247, -3.468, 0.566], [6.554, -3.529, 1.415], [7.341, -1.802, 3.001], [5.805, -0.002, 3.721], [3.507, 0.073, 2.869], [-2.545, -0.863, -0.816], [-3.411, 0.562, -1.382], [-4.795, 0.483, -1.568], [-5.521, 1.578, -2.003], [-4.893, 2.791, -2.265], [-3.522, 2.886, -2.093], [-2.785, 1.787, -1.663], [-0.875, 1.835, -1.439], [-0.213, 1.705, -3.249], [1.166, 1.604, -3.428], [1.697, 1.492, -4.704], [0.852, 1.464, -5.805], [-0.521, 1.550, -5.629], [-1.056, 1.671, -4.353], [-0.545, 3.700, -1.010], [-0.065, 4.613, -1.942], [0.145, 5.937, -1.576], [-0.125, 6.353, -0.281], [-0.605, 5.444, 0.653], [-0.809, 4.122, 0.291], [-5.293, -0.455, -1.359], [-6.592, 1.487, -2.133], [-5.465, 3.647, -2.595], [-3.014, 3.824, -2.289], [1.822, 1.608, -2.565], [2.769, 1.418, -4.838], [1.265, 1.368, -6.801], [-1.181, 1.520, -6.487], [-2.128, 1.734, -4.217], [0.143, 4.291, -2.955], [0.518, 6.643, -2.307], [0.038, 7.385, 0.002], [-0.817, 5.765, 1.665], [-1.184, 3.412, 1.021]],
  "lowdin_spin": [0.487, 0.153, 0.031, 0.000, 0.075, 0.002, 0.001, 0.000, 0.004, 0.003, 0.002, 0.006, 0.001, 0.001, 0.001, 0.000, 0.005, 0.002, 0.000, 0.002, 0.000, 0.002, 0.016, 0.005, 0.000, 0.001, 0.000, 0.001, 0.000, 0.000, 0.000, 0.000, 0.000, 0.001, 0.000, 0.000, 0.003, 0.000, 0.000, 0.000, 0.000, 0.000, 0.000, 0.000, 0.000, 0.000, 0.058, 0.005, 0.004, 0.001, 0.003, 0.004, 0.010, 0.073, 0.001, 0.000, 0.000, 0.000, 0.000, 0.001, 0.023, 0.006, 0.001, 0.002, 0.000, 0.004, 0.001, 0.000, 0.000, 0.001, 0.000, 0.000, 0.000, 0.000, 0.000, 0.000, 0.000, 0.000, 0.000, 0.001]
}

{
  "formula": "C4H2OS",
  "method": "the ωB97M-V functional and the def2-TZVPD basis",
  "smiles": "C#CC(=S)C=O",
  "energy_ha": -626.883643,
  "lumo_energy_ev": -1.899,
  "homo_lumo_gap_ev": 7.51,
  "de_lowest_ev": 1.403,
  "spin_multiplicity": 1,
  "symbols": ["C", "C", "C", "S", "C", "O", "H", "H"],
  "coordinates": [[-0.311, 2.078, 0.086], [0.090, 0.961, -0.214], [0.685, -0.359, -0.044], [2.259, -0.392, -0.127], [-0.297, -1.530, 0.193], [-1.513, -1.277, -0.286], [-1.059, 3.022, -0.039], [0.146, -2.503, 0.432]],
  "mulliken_charge": [-0.135, -0.192, 0.299, -0.214, 0.056, -0.445, 0.296, 0.335]
}

{
  "formula": "C9H15IN2",
  "method": "the ωB97M-V functional and the def2-TZVPD basis",
  "energy_ha": -758.916851,
  "lumo_energy_ev": [0.834, -2.187],
  "homo_lumo_gap_ev": [4.97, 6.48],
  "de_lowest_ev": 0.000,
  "spin_multiplicity": 3,
  "symbols": ["C", "C", "C", "C", "C", "C", "C", "C", "C", "N", "N", "I", "H", "H", "H", "H", "H", "H", "H", "H", "H", "H", "H", "H", "H", "H", "H"],
  "coordinates": [[-1.226, 1.081, -0.417], [-1.242, -0.083, 0.293], [0.698, 3.007, -2.939], [0.078, 3.759, -1.797], [0.762, 2.494, -1.525], [0.115, 1.298, -0.870], [0.608, -2.840, -0.463], [-0.414, -2.439, 1.834], [0.517, -1.937, 0.696], [0.796, 0.251, -0.454], [-0.011, -0.597, 0.193], [-0.654, -0.409, -3.303], [-1.961, 1.762, -0.383], [-2.081, -0.598, 0.783], [-0.010, 2.670, -3.691], [1.508, 3.526, -3.344], [0.621, 4.761, -1.614], [-1.033, 3.815, -1.880], [1.646, 2.693, -0.957], [-0.122, -2.495, -1.218], [1.570, -2.939, -0.886], [0.268, -3.917, -0.319], [-0.060, -1.941, 2.794], [-0.191, -3.640, 2.103], [-1.476, -2.511, 1.706], [1.490, -1.648, 1.204], [1.771, -0.036, -0.663]],
  "lowdin_spin": [0.090, 0.185, 0.022, 0.006, 0.040, 0.315, 0.007, 0.001, 0.013, 0.231, 0.228, 0.803, -0.003, 0.020, 0.002, 0.002, 0.001, 0.000, 0.008, 0.000, 0.001, 0.001, 0.000, 0.000, 0.000, 0.008, 0.019]
}